(1)
Computed, not measured: a structure of composition C6H7AlErF7 at a distorted geometry, with the ωB97M-V functional and the def2-TZVPD basis.

Structure (XYZ):
```
22
Properties=species:S:1:pos:R:3:forces:R:3:lowdin_charge:R:1
C -3.25245 0.23205 0.90982 0.59 0.05 0.97 0.13
C -2.47834 -0.16412 2.09869 1.65 0.81 -1.54 -0.03
C -0.89058 -0.02575 1.92494 -2.07 1.03 2.17 -0.26
Al -0.51897 -0.88565 0.06618 0.25 -1.74 -1.20 0.47
C 1.48777 -0.92075 -0.34845 0.11 -0.85 0.66 -0.35
F 1.73429 -2.11162 -1.08045 0.09 2.52 1.00 0.03
F 2.16079 -1.08626 0.92826 -0.54 0.67 -1.83 -0.03
C 2.01520 0.40083 -1.06631 1.99 0.21 0.19 -0.24
F 3.25506 0.86159 -0.54187 -2.65 -0.88 -1.02 0.08
F 1.07472 1.47030 -0.78823 1.26 -1.43 0.20 -0.02
C 2.11973 0.30830 -2.65681 -0.37 1.22 -2.16 -0.35
F 3.03934 -0.61429 -3.11578 -2.48 2.03 1.33 0.17
F 0.80295 0.06627 -3.12583 3.01 -0.08 1.03 0.09
F 2.46178 1.57086 -3.19692 -0.56 -2.84 1.52 0.11
H -3.44543 1.34889 0.73026 0.63 -1.80 -0.38 0.13
H -3.60445 -0.58476 0.19649 -0.35 1.13 1.17 0.13
H -2.96043 -0.57766 3.04510 0.77 -0.49 -1.67 0.16
H -0.60084 1.09433 1.78304 -1.33 -2.86 -0.90 -0.10
H -0.30563 -0.54702 2.75045 -0.67 0.97 -0.72 0.11
H -1.26189 -0.06435 -1.07745 -0.66 0.63 0.45 0.01
H -1.09947 -2.37372 0.17448 -0.01 0.38 0.34 -0.02
Er 0.24886 2.61957 2.47048 1.36 1.32 0.40 1.77
```
Forces are in eV/Å.

The LUMO energy (spin up / spin down) is -0.394 / -0.393 Eh. Its net charge is +2. The spin multiplicity is 4. Its orbital gap (spin up / spin down) is 5.3 / 5.4 eV. The highest occupied orbital energy (spin up / spin down) is -16.0 / -16.1 eV.

---

(2)
Computed, not measured: an isolated molecule of C6H7BS at a distorted geometry, with the ωB97M-V functional and the def2-TZVPD basis.

Structure (XYZ):
```
15
Properties=species:S:1:pos:R:3:forces:R:3:lowdin_charge:R:1
B 2.86739 -0.00117 1.07114 1.07 -0.02 3.57 -0.58
C -2.18737 -0.00066 -0.23967 -0.02 0.00 0.01 -0.08
C -1.49693 1.19833 -0.29585 -0.06 0.00 0.01 -0.07
C -1.49644 -1.19940 -0.29500 -0.06 0.00 0.01 -0.07
C -0.11724 1.20246 -0.40691 0.31 0.20 0.01 -0.09
C -0.11676 -1.20304 -0.40615 0.31 -0.20 0.02 -0.09
C 0.56856 -0.00016 -0.45509 0.35 0.00 -0.29 -0.51
S 2.36074 0.00025 -0.60136 -1.95 0.01 -3.39 1.06
H 4.01754 0.00293 1.26784 0.58 0.00 -0.17 -0.07
H 2.07209 0.00295 1.92554 -0.48 0.01 0.19 -0.04
H -3.26376 -0.00084 -0.15429 -0.07 0.00 0.01 0.11
H -2.03253 2.13513 -0.25306 -0.01 0.07 -0.01 0.11
H -2.03167 -2.13639 -0.25147 -0.01 -0.07 -0.01 0.11
H 0.42776 2.13322 -0.45359 0.01 0.12 0.02 0.11
H 0.42863 -2.13362 -0.45208 0.01 -0.12 0.02 0.11
```
Forces are in eV/Å.

The LUMO energy (spin up / spin down) is 0.022 / -0.144 Eh. The energy relative to the best compared isomer or geometry (same formula, charge and spin) is 0.000 eV. The spin multiplicity is 3. Its orbital gap (spin up / spin down) is 5.9 / 6.0 eV. The highest occupied orbital energy (spin up / spin down) is -5.3 / -9.9 eV.

---

(3)
Computed, not measured: the ion C6H7Br2F2N2S with charge +1 at a distorted geometry, with the ωB97M-V functional and the def2-TZVPD basis.

Structure (XYZ):
```
20
Properties=species:S:1:pos:R:3:forces:R:3:lowdin_charge:R:1
C 0.40233 -1.53367 1.90067 2.80 0.62 -2.05 -0.33
C -0.84679 -0.90314 2.14835 0.00 -0.59 1.75 -0.27
C 1.52262 -0.95312 1.31005 -1.99 -1.17 1.16 -0.49
C -1.58203 -0.14043 1.32288 -1.12 0.97 -2.90 -0.53
C -1.67857 0.80448 -0.96506 3.38 -1.28 -5.83 -0.04
C -1.20546 -0.11204 -0.07669 0.90 -0.82 1.93 -0.12
N -1.07902 0.87522 -2.33290 -4.10 1.27 5.72 -0.44
N 1.82153 1.24544 -1.66546 0.18 -0.45 1.70 -0.06
F 0.47106 -2.79687 2.26583 -0.03 -0.21 0.68 0.11
F -1.29409 -1.16314 3.35894 -0.25 -0.06 0.18 0.14
S 0.26881 0.12791 -2.72506 0.69 -2.43 -2.12 0.83
Br 3.12514 -1.88722 1.27975 -0.26 0.35 -0.24 0.87
Br -3.19605 0.70146 1.93022 1.08 -0.41 -0.25 0.89
H -2.56440 1.29193 -0.89087 -2.32 1.88 0.50 0.08
H -0.44343 -0.84501 -0.44922 -0.72 0.82 0.46 0.10
H -1.53658 1.55351 -2.92449 0.05 -0.03 -0.23 0.10
H 2.19261 2.15957 -1.72425 0.78 1.12 -0.53 0.06
H 2.41431 0.50841 -1.99221 1.03 0.21 -0.59 0.03
H 1.75345 1.01611 -0.68561 -0.29 0.29 0.33 0.02
H 1.45457 0.05058 0.91512 0.20 -0.08 0.33 0.05
```
Forces are in eV/Å.

The LUMO energy (spin up / spin down) is -0.166 / -0.269 Eh. Its net charge is +1. The spin multiplicity is 3. Its orbital gap (spin up / spin down) is 6.0 / 5.5 eV. The highest occupied orbital energy (spin up / spin down) is -10.6 / -12.8 eV.

---

(4)
Computed, not measured: an isolated molecule of C6H7BrS at a distorted geometry, with the ωB97M-V functional and the def2-TZVPD basis.

Structure (XYZ):
```
15
Properties=species:S:1:pos:R:3:forces:R:3:lowdin_charge:R:1
C 0.78817 -1.32578 -0.65968 1.29 -1.85 2.46 -0.15
C -0.06441 -0.74747 -1.65286 1.38 -1.18 -2.61 -0.23
C 1.17167 -0.78303 0.52084 0.31 -0.08 0.72 -0.14
C -0.79493 0.27143 -1.44819 -1.65 3.98 4.37 0.07
C 0.91185 0.65951 0.95050 -0.71 0.94 -0.81 -0.35
C -0.57221 0.98867 0.77751 0.61 -2.29 -4.52 -1.15
S -1.62546 -0.23298 1.48633 2.87 -0.27 2.85 0.78
Br -0.78412 2.84514 0.74674 -0.84 0.65 0.32 0.71
H 1.02253 -2.41748 -0.77286 -0.13 1.17 -0.10 0.12
H 0.01167 -1.14156 -2.69759 -0.24 -0.08 0.84 0.12
H 1.66265 -1.37352 1.35266 -0.42 0.33 -1.57 0.12
H -1.55734 0.97444 -1.76281 0.38 -0.46 -0.60 0.06
H 1.03145 0.86124 2.05342 0.98 -0.31 -1.06 0.11
H 1.45860 1.42411 0.24396 -0.66 -1.44 1.72 0.13
H -2.66011 -0.00272 0.86203 -3.17 0.90 -2.02 -0.20
```
Forces are in eV/Å.

The LUMO energy is 0.016 Eh. The energy relative to the best compared isomer or geometry (same formula, charge and spin) is 3.501 eV. Its orbital gap is 8.2 eV. The highest occupied orbital energy is -7.8 eV.

---

(5)
Computed, not measured: a structure of composition C6H7CaF6N4O4S6Sb at a distorted geometry, with the ωB97M-V functional and the def2-TZVPD basis.

Structure (XYZ):
```
35
Properties=species:S:1:pos:R:3:forces:R:3:lowdin_charge:R:1
Ca 0.78409 0.20066 0.01117 2.01 -0.80 -1.18 0.99
F 1.72860 -2.61408 1.74718 0.03 0.00 -0.06 -0.12
C 2.28305 -1.32524 1.50864 -0.54 0.12 0.11 -0.57
F 2.23310 -0.77451 2.79750 0.04 0.02 0.01 -0.08
F 3.61299 -1.60206 1.35164 0.15 -0.04 -0.02 -0.07
S -0.92819 -1.38995 1.95786 0.24 -0.33 0.19 0.90
O -0.87755 -1.22565 0.51075 -0.66 -0.35 0.47 -0.54
O -1.97616 -2.25392 2.42034 -0.29 -0.01 -0.02 -0.40
N -1.79925 0.74276 2.63179 0.35 0.73 -0.06 -0.07
S -0.12015 2.59038 1.01371 -0.56 0.46 0.20 0.84
O -0.89798 1.80228 0.02098 0.08 0.39 0.47 -0.58
O 1.30338 2.22047 0.92634 -0.28 0.43 0.36 -0.58
C -2.22372 4.09495 3.63855 -0.04 -0.22 0.11 -0.64
F -1.29823 4.99944 3.30439 -0.03 0.02 0.01 0.15
F -2.76327 3.62651 2.50214 0.00 0.08 0.01 0.13
F -3.19638 4.74977 4.30906 0.03 -0.02 -0.11 0.12
S 4.69041 -2.04298 -3.80731 0.12 -0.01 -0.15 -0.35
Sb 3.48684 -1.69207 -1.96524 -0.09 -0.01 0.09 0.34
S 3.31082 0.79084 -1.65068 -0.54 -0.27 -0.14 -0.17
S 1.60425 -0.06174 -2.64482 0.28 0.16 0.10 -0.22
C -0.36883 2.55811 6.68440 0.08 -0.08 0.09 -0.11
C -1.09224 3.55877 5.80116 -0.03 0.06 -0.08 -0.24
C -1.62428 2.95491 4.49423 0.82 0.15 -0.29 -0.65
N -0.48140 2.38699 3.78479 -0.37 0.37 0.21 0.02
N -0.64839 1.56212 2.79785 -0.41 -0.41 -0.45 -0.22
C -2.77897 0.76729 3.46721 0.04 -0.38 -0.18 -0.69
N -3.81736 -0.09889 3.29365 -0.06 0.08 0.08 0.10
S -2.92563 1.77787 4.87757 -0.41 -0.20 0.30 1.11
H 0.06663 3.07330 7.54127 -0.01 0.00 0.01 0.07
H 0.43623 2.06722 6.13948 -0.01 0.03 -0.05 0.08
H -1.03737 1.78483 7.06361 -0.03 0.01 -0.01 0.06
H -0.40126 4.34738 5.49685 -0.01 -0.01 0.04 0.12
H -1.91626 4.03386 6.33932 0.01 -0.02 -0.01 0.11
H -3.63691 -0.93559 2.75733 0.08 0.01 -0.05 0.07
H -4.45841 -0.21050 4.06123 0.01 0.03 0.03 0.08
```
Forces are in eV/Å.

The LUMO energy (spin up / spin down) is 0.055 / 0.046 Eh. Its net charge is -1. The energy relative to the best compared isomer or geometry (same formula, charge and spin) is 2.875 eV. The spin multiplicity is 2. Its orbital gap (spin up / spin down) is 6.6 / 6.4 eV. The highest occupied orbital energy (spin up / spin down) is -5.1 / -5.1 eV.

---

(6)
Computed, not measured: a structure of composition C6H7Cl2DyNO4Tl at a distorted geometry, with the ωB97M-V functional and the def2-TZVPD basis.

Structure (XYZ):
```
22
Properties=species:S:1:pos:R:3:forces:R:3:lowdin_charge:R:1
Tl 0.07291 0.93556 -7.64890 -0.52 4.49 5.71 1.04
Dy 0.06050 0.16173 -0.14131 2.58 3.66 -3.30 1.47
Cl -0.59528 3.04979 -6.88822 0.56 -1.38 0.15 0.32
Cl 2.08623 -1.16977 -0.24317 -1.09 0.63 0.23 0.05
C -0.68749 -1.28660 1.24845 -5.35 -10.57 9.80 -0.08
C -0.43203 1.42718 -9.55984 -4.26 4.28 -15.19 -0.02
C 0.54153 -0.83179 -8.37352 3.15 -10.99 -2.84 -0.02
O -1.10543 -2.11367 2.02854 3.50 6.82 -6.40 0.23
O -0.75435 1.73344 -10.68238 2.69 -2.50 9.46 0.31
O 0.81041 -1.88653 -8.77632 -1.60 6.11 2.05 0.38
C 0.33541 4.00157 2.91207 -0.10 0.29 -0.20 0.04
N 0.80560 2.63524 3.22684 -0.38 -1.29 -1.52 -0.11
C 1.37850 2.33451 4.54210 0.43 -0.71 0.63 0.03
C 0.68896 1.66296 2.34758 0.50 1.07 1.86 -0.24
O 0.18756 1.82695 1.16458 -0.17 -0.75 -0.69 -0.26
H 0.49908 4.66642 3.76786 0.04 -0.41 -0.22 0.12
H -0.73646 3.97290 2.68980 0.22 0.01 0.00 0.12
H 0.89009 4.38768 2.04951 -0.16 -0.08 0.18 0.12
H 0.77162 1.55893 5.02592 0.17 0.28 0.00 0.12
H 2.40103 1.96018 4.40652 -0.23 0.18 0.15 0.12
H 1.40174 3.21884 5.17960 -0.09 -0.09 -0.29 0.12
H 1.01426 0.62667 2.60818 0.08 0.94 0.41 0.16
```
Forces are in eV/Å.

The LUMO energy (spin up / spin down) is -0.592 / -0.592 Eh. Its net charge is +4. The spin multiplicity is 6. Its orbital gap (spin up / spin down) is 4.9 / 4.9 eV. The highest occupied orbital energy (spin up / spin down) is -21.0 / -21.0 eV.

---

E, respectively: -59547.8176, -17842.2437, -165658.6901, -87208.2353, -126782.4522, -69788.2700 eV.